Record 1
Here is C48H34F2N7O3RuS2 as an isolated structure at a distorted geometry from the Open Molecules 2025 dataset. Energies are from the ωB97M-V functional and the def2-TZVPD basis.

```
97
Properties=species:S:1:pos:R:3
Ru 0.12311 0.86757 -0.48310
O -2.68600 3.23889 -2.33858
C -1.70110 2.81095 -1.73127
N -1.61052 1.65159 -1.07945
C -2.76478 0.78122 -1.14414
C -2.35765 -0.65997 -1.28827
C -3.21699 -1.61732 -1.81508
C -2.79745 -2.93446 -1.89046
C -1.52322 -3.26287 -1.45059
C -0.72068 -2.25160 -0.95735
N -1.12568 -0.98817 -0.89031
C -0.41505 3.58440 -1.72052
C -0.41284 4.96978 -1.72642
C 0.80012 5.63289 -1.75621
C 1.97069 4.88800 -1.80886
C 1.87741 3.50929 -1.79940
N 0.71200 2.86638 -1.74796
H -3.41609 1.09229 -1.96582
H -3.34225 0.88307 -0.21494
H -4.20183 -1.32911 -2.15828
H -3.45819 -3.69654 -2.28269
H -1.16115 -4.28064 -1.47721
H 0.28097 -2.46037 -0.60141
H -1.35818 5.49183 -1.69733
H 0.83336 6.71411 -1.75426
H 2.94047 5.36265 -1.86032
H 2.76766 2.88995 -1.84342
S -2.79739 0.19600 -5.77460
C -3.19028 0.23704 -7.44125
C -2.08852 0.10849 -8.22811
C -0.89985 -0.03446 -7.47871
C -1.10704 0.00315 -6.12401
C -0.12663 -0.08345 -5.05708
C -0.45650 0.29403 -3.74186
N 0.36666 0.22023 -2.73016
C 1.63234 -0.21600 -2.91893
C 2.08237 -0.56629 -4.21456
C 3.45466 -0.94711 -4.38017
C 4.29916 -0.97061 -3.32944
C 3.84747 -0.69416 -1.99470
C 4.68827 -0.81705 -0.89602
C 4.17495 -0.64660 0.38794
C 2.82926 -0.27327 0.48745
N 2.01866 -0.07567 -0.53724
C 2.49779 -0.32129 -1.79627
C 4.99079 -0.87741 1.56882
C 6.32205 -1.20560 1.63140
C 6.78739 -1.41154 2.94862
C 5.81083 -1.23983 3.87939
S 4.31050 -0.82083 3.16815
C 1.17826 -0.51358 -5.27109
H -4.21601 0.36470 -7.74513
H -2.12253 0.12964 -9.30707
H 0.07926 -0.13470 -7.92376
H -1.44729 0.68749 -3.53664
H 3.80055 -1.20051 -5.37476
H 5.34189 -1.23128 -3.46172
H 5.72849 -1.07255 -1.04173
H 2.39064 -0.13247 1.46943
H 6.95871 -1.29468 0.76378
H 7.80427 -1.67990 3.19325
H 5.87789 -1.34285 4.94981
H 1.49279 -0.81524 -6.26202
O -2.04483 2.53220 1.55475
C -1.86710 1.43822 2.04741
N -2.30047 1.06375 3.29743
C -2.01191 -0.31454 3.59668
C -1.38036 -0.75324 2.21096
O -1.07741 -1.90967 1.96809
N -1.25106 0.33712 1.44971
C -3.26956 -1.07514 3.96831
C -4.10176 -1.60166 2.98793
C -5.26017 -2.28012 3.33651
C -5.60466 -2.43368 4.67066
C -4.79437 -1.88613 5.65413
C -3.63747 -1.20635 5.30636
C -0.85840 -0.51712 4.56794
C -0.01875 0.53051 4.92665
C 1.07494 0.29730 5.74950
C 1.33720 -0.98051 6.21807
C 0.49464 -2.02910 5.87205
C -0.58763 -1.80254 5.03893
H -2.83906 1.66862 3.89013
H -3.82951 -1.49601 1.94429
H -5.89328 -2.69743 2.56379
H -6.50011 -2.97682 4.94379
H -5.06148 -1.99272 6.69802
H -3.00999 -0.77771 6.07715
H -0.22442 1.52520 4.55415
H 1.72526 1.11808 6.02575
H 2.20658 -1.16945 6.83593
H 0.68010 -3.02929 6.24309
H -1.22763 -2.62184 4.74253
F 0.55807 3.45810 0.96320
C 1.06984 2.19877 0.87545
F 1.00880 1.68329 2.15518
H 2.14595 2.32424 0.66809
```

* charge: 0
* ΔE to the lowest compared entry with this formula, charge and spin: 49.5 kcal/mol
* largest force on an atom: 2.04 eV/A
* electronic energy: -96590.757 eV
* HOMO-LUMO gap (alpha / beta): 6.3 / 6.1 eV
* LUMO (alpha / beta): -1.18 / -1.16 eV
* spin multiplicity: 2
* M: 960.05 g/mol


Record 2
Here is C48H35AuN3O3P2 as an isolated structure from the Open Molecules 2025 dataset. Energies are from the ωB97M-V functional and the def2-TZVPD basis.

```
92
Properties=species:S:1:pos:R:3
Au -0.50212 -0.22762 -0.38263
O -1.58236 -5.24396 -5.37468
N -2.47319 -4.42338 -5.41063
O -3.38478 -4.38641 -6.19413
C -2.33557 -3.25968 -4.50014
C -2.82355 -2.08899 -4.93996
C -2.65817 -0.90557 -4.15890
C -3.15694 0.33491 -4.59724
C -2.93852 1.43945 -3.82189
C -2.24834 1.29400 -2.61759
N -1.79934 0.13469 -2.15635
C -1.97721 -0.96780 -2.93969
C -1.46971 -2.22531 -2.47977
N -0.82384 -2.24245 -1.28068
C -0.46134 -3.41225 -0.78200
C -0.68771 -4.62316 -1.43311
C -1.27385 -4.62353 -2.66772
C -1.67260 -3.39226 -3.23270
H -3.33283 -2.04367 -5.89375
H -3.68802 0.39838 -5.53875
H -3.27978 2.42282 -4.11169
H -2.05243 2.17052 -2.02669
H 0.01545 -3.41779 0.18272
H -0.38662 -5.54270 -0.95169
H -1.43567 -5.54532 -3.20493
O 0.66993 0.35728 2.90551
C 2.00558 0.64103 2.76568
C 2.77756 1.41552 3.60099
C 4.12100 1.55940 3.26823
C 4.66619 0.95075 2.14422
C 3.87217 0.18456 1.30850
C 2.52028 0.03307 1.62024
P 1.36274 -1.05293 0.81740
C 2.21697 -1.71569 -0.61687
C 2.56490 -0.79115 -1.61049
C 3.24728 -1.21653 -2.73871
C 3.59008 -2.55625 -2.87753
C 3.25506 -3.47206 -1.88759
C 2.56580 -3.05805 -0.75761
C 0.86077 -2.29672 2.00539
C 1.85220 -3.14342 2.50699
C 1.51704 -4.09643 3.45768
C 0.20863 -4.19252 3.91272
C -0.77070 -3.32984 3.43196
C -0.44675 -2.37734 2.48193
C -0.18996 1.26706 3.47478
C -0.32684 1.38892 4.83867
C -1.25504 2.30423 5.32311
C -2.02077 3.06107 4.44931
C -1.88885 2.90964 3.07824
C -0.95609 2.00080 2.57027
P -0.65565 1.88374 0.79064
C 0.78669 2.82874 0.31802
C 1.53048 3.53551 1.25782
C 2.64147 4.26073 0.84899
C 2.99827 4.28974 -0.49042
C 2.24507 3.59668 -1.43521
C 1.14497 2.86174 -1.03440
C -2.12938 2.65807 0.13124
C -3.35359 2.00111 0.29085
C -4.51870 2.61163 -0.13489
C -4.46781 3.88038 -0.70856
C -3.25481 4.54120 -0.84986
C -2.07780 3.93424 -0.42948
H 2.36575 1.88905 4.48196
H 4.75767 2.15584 3.90914
H 5.71952 1.06648 1.92988
H 4.29737 -0.29501 0.43688
H 2.33288 0.26336 -1.49082
H 3.52444 -0.50278 -3.50298
H 4.12958 -2.88651 -3.75510
H 3.53806 -4.51083 -1.99232
H 2.31572 -3.78041 0.00828
H 2.88094 -3.04994 2.17900
H 2.27951 -4.75572 3.84978
H -0.04759 -4.93580 4.65593
H -1.78361 -3.39722 3.80573
H -1.21017 -1.69877 2.11606
H 0.26619 0.77440 5.50333
H -1.38349 2.42181 6.39086
H -2.73264 3.77554 4.83921
H -2.50244 3.50878 2.42087
H 1.23262 3.54916 2.29633
H 3.21708 4.81695 1.57692
H 3.85738 4.86576 -0.80773
H 2.51544 3.64096 -2.48191
H 0.55990 2.32545 -1.77674
H -3.39929 1.01902 0.75106
H -5.46932 2.11010 -0.01175
H -5.38263 4.35924 -1.03240
H -3.22313 5.53447 -1.27725
H -1.13509 4.45580 -0.53542
```

* charge: +3
* ΔE to the lowest compared entry with this formula, charge and spin: 0.0 kcal/mol
* largest force on an atom: 0.70 eV/A
* electronic energy: -83201.502 eV
* HOMO-LUMO gap: 6.5 eV
* LUMO: -10.10 eV
* M: 960.74 g/mol


Record 3
Here is C48H35GaN7O as an isolated structure from the Open Molecules 2025 dataset. Energies are from the ωB97M-V functional and the def2-TZVPD basis.

```
92
Properties=species:S:1:pos:R:3
Ga 0.14994 -0.15147 -0.25366
C -2.73660 -6.54590 -3.42184
C -2.92601 -6.26897 -2.07685
C -2.54993 -5.04519 -1.55128
C -2.00925 -4.02716 -2.35668
C -1.70605 -4.38625 -3.68050
C -2.08829 -5.60744 -4.20971
C -1.61605 -2.70896 -1.79504
C -0.88023 -1.78115 -2.57145
C -1.05977 -1.56394 -3.97799
C -0.23398 -0.55429 -4.33972
C 0.50619 -0.18199 -3.17600
C 1.57794 0.69816 -3.16763
C 2.06822 1.23227 -4.46819
C 2.11503 2.60573 -4.70320
C 2.59117 3.09712 -5.91001
C 3.03513 2.22102 -6.89177
C 2.99347 0.85185 -6.66515
C 2.50937 0.35968 -5.46194
C 2.27715 1.03404 -2.00386
N 1.88365 0.71763 -0.73015
C 2.88253 1.15654 0.10728
C 2.88215 1.05684 1.50102
C 4.05660 1.58154 2.25828
C 4.31625 2.94910 2.31644
C 5.41475 3.42666 3.01783
C 6.26515 2.54057 3.66584
C 6.01002 1.17729 3.61531
C 4.90940 0.69940 2.91673
C 1.82250 0.52578 2.22707
C 1.70017 0.58398 3.65473
C 0.45984 0.13068 3.96891
C -0.17634 -0.24153 2.74051
N 0.67062 -0.00244 1.68919
C -1.47130 -0.75403 2.63403
C -1.97179 -1.31414 1.46918
C -3.21931 -2.01277 1.36801
C -3.22151 -2.64441 0.17138
C -1.98748 -2.31335 -0.49836
N -1.27991 -1.43760 0.28552
C -2.29884 -0.83429 3.87796
C -2.31333 -2.00742 4.63084
C -3.05828 -2.08212 5.80023
C -3.79894 -0.98654 6.22546
C -3.79329 0.18289 5.47824
C -3.04353 0.25663 4.31098
C 3.93366 1.73957 -0.66851
C 3.55071 1.68218 -1.96905
N 0.05289 -0.90885 -2.08763
H -3.04092 -7.49834 -3.83709
H -3.33806 -7.02595 -1.42138
H -2.61973 -4.91516 -0.48528
H -1.12066 -3.72839 -4.30274
H -1.85078 -5.83601 -5.24101
H -1.81161 -2.03683 -4.58839
H -0.13799 -0.09242 -5.31019
H 1.76139 3.28892 -3.93855
H 2.61222 4.16581 -6.08561
H 3.41396 2.60573 -7.83037
H 3.34303 0.16548 -7.42598
H 2.48550 -0.70883 -5.28064
H 3.65163 3.64031 1.80890
H 5.60571 4.49186 3.05802
H 7.12480 2.91316 4.20882
H 6.67084 0.48173 4.11760
H 4.71067 -0.36601 2.87402
H 2.46215 0.95101 4.32594
H 0.01494 0.03959 4.94863
H -3.98481 -2.02879 2.12906
H -4.02746 -3.21655 -0.25396
H -1.73490 -2.85993 4.29111
H -3.06028 -2.99670 6.38062
H -4.37792 -1.04354 7.13855
H -4.37426 1.03591 5.80639
H -3.03363 1.17132 3.72689
H 4.85373 2.13789 -0.27061
H 4.10330 2.01715 -2.83293
C -3.24697 3.63479 1.97402
N -2.64686 2.75443 0.99063
C -3.42212 2.13394 -0.06470
C -2.35216 1.35435 -0.81566
O -2.53352 0.68842 -1.79915
N -1.12916 1.53259 -0.14838
C -1.37188 2.37538 0.87903
N -0.39965 2.86195 1.64344
H -4.08113 3.12708 2.45771
H -3.62021 4.54373 1.49989
H -2.52665 3.91717 2.73779
H -3.89315 2.87317 -0.71444
H -4.18953 1.46141 0.32364
H 0.51713 2.45058 1.56076
H -0.59952 3.39366 2.47080
```

* charge: +1
* largest force on an atom: 0.56 eV/A
* electronic energy: -115197.501 eV
* HOMO-LUMO gap (alpha / beta): 5.4 / 5.4 eV
* LUMO (alpha / beta): -3.90 / -3.90 eV
* M: 795.58 g/mol


> Which value of charge does entry 3 give?

+1